Record 1
Here is a 6-piece molecular cluster, C20H46N7O11 overall from the OMol25 dataset. Energies are from ωB97M-V/def2-TZVPD.

The multiplicity is 2. Its LUMO energy (alpha / beta) is -0.098 / -0.098 eV. The calculation puts the HOMO-LUMO gap (alpha / beta) at 7.93 / 8.90 eV. The HOMO energy (alpha / beta) comes out at -8.032 / -8.997 eV.

The geometry in XYZ format:
```
84
Properties=species:S:1:pos:R:3:forces:R:3
C 0.3263 1.4632 0.2267 0.44 0.45 -0.07
C 0.9072 1.2318 -1.1914 -0.65 -0.30 -0.31
C 1.0583 -0.2967 -1.6083 -0.96 1.48 0.10
C 1.3415 -0.2507 -3.1487 1.28 -0.07 0.01
C 2.1825 -1.4062 -3.7529 -0.34 -0.43 -0.43
C 1.4631 -2.8058 -3.8358 0.33 0.77 -1.65
C 0.9979 -3.0456 -5.3273 -1.05 -1.26 1.45
N 1.9208 -3.9205 -6.0751 -0.18 0.53 -0.41
C 2.2106 -0.8730 -0.7234 -0.21 -0.01 -0.06
C 1.9681 -2.2229 0.0387 2.82 -0.49 1.01
C 2.2434 -1.9880 1.5822 -0.82 -0.01 -0.34
C 3.1029 -3.2248 -0.4024 0.23 0.71 0.23
N 0.6900 -2.9074 -0.1680 0.05 0.91 -1.16
O 0.7205 -3.9051 -0.9729 -0.05 -0.22 0.30
C -0.4900 -2.0483 -0.3006 -2.67 -0.03 0.14
C -1.6758 -2.9828 -0.7589 0.42 0.38 -0.16
C -0.9744 -1.4755 1.0855 0.37 -0.81 -0.59
C -0.3684 -0.9466 -1.4081 0.67 -0.81 -0.07
H -0.7367 1.1781 0.3172 0.55 0.05 -0.13
H 0.9003 0.9315 1.0088 -0.31 0.25 -0.39
H 0.3824 2.5421 0.4749 -0.03 -0.49 -0.11
H 0.2081 1.6860 -1.9314 0.36 -0.18 0.41
H 1.8734 1.7619 -1.3408 -0.41 -0.40 0.29
H 1.8975 0.6970 -3.3410 -0.23 -0.57 0.03
H 0.4106 -0.1643 -3.7472 0.27 -0.06 0.57
H 2.4000 -1.1168 -4.8058 0.04 -0.13 0.63
H 3.1748 -1.5640 -3.2913 -0.52 0.47 0.08
H 2.2194 -3.5748 -3.5802 -0.78 0.15 0.06
H 0.5485 -2.8898 -3.2307 0.75 0.01 0.17
H 0.7848 -2.0837 -5.8255 0.44 -0.44 -0.02
H 0.0166 -3.5832 -5.2579 0.36 0.57 -0.05
H 1.3998 -4.2284 -6.8936 0.37 0.04 -0.11
H 2.0890 -4.7765 -5.5546 -0.04 0.21 0.20
H 3.1546 -0.9907 -1.2952 -0.73 0.11 0.06
H 2.4639 -0.1115 0.0440 -0.25 -0.43 -0.44
H 1.6672 -2.7447 2.1473 0.49 0.31 -0.07
H 1.9020 -0.9870 1.9028 0.12 -0.48 -0.05
H 3.3239 -2.0675 1.8098 -0.62 -0.02 -0.18
H 4.0810 -2.7687 -0.1277 -0.63 -0.13 -0.11
H 3.1286 -3.3603 -1.4967 -0.24 -0.27 0.57
H 3.0307 -4.1715 0.1573 -0.09 0.26 -0.51
H -1.5664 -3.2682 -1.8198 0.03 -0.02 0.65
H -1.6989 -3.8921 -0.1341 -0.18 0.44 -0.25
H -2.6162 -2.4029 -0.6837 0.38 -0.34 0.15
H -1.9004 -0.9067 0.8943 0.54 0.01 0.18
H -0.2130 -0.8694 1.5943 -0.49 -0.17 -0.07
H -1.2665 -2.3500 1.7049 0.34 0.57 -0.12
H -1.1692 -0.1998 -1.2267 0.64 -0.24 -0.02
H -0.6478 -1.4124 -2.3749 0.18 0.14 0.66
C -4.9824 -2.6748 -3.5051 -0.10 -0.26 0.18
N -3.8778 -1.8358 -4.0336 -0.05 -0.16 0.11
O -2.7519 -2.1186 -3.7014 0.28 0.00 -0.05
O -4.1828 -0.9189 -4.7641 -0.12 0.26 -0.17
H -4.5582 -3.4470 -2.8715 0.07 0.07 -0.04
H -5.6428 -2.0251 -2.9365 -0.03 0.01 -0.13
H -5.4981 -3.1106 -4.3568 -0.05 0.12 0.02
C 2.4956 2.5751 4.1200 0.21 0.20 0.09
N 1.4370 1.5819 4.4344 0.14 0.16 0.19
O 1.1043 1.4611 5.5923 -0.08 -0.06 0.12
O 0.9784 0.9580 3.5037 -0.13 -0.15 -0.16
H 2.8067 3.0521 5.0429 -0.08 -0.04 -0.01
H 3.3223 2.0371 3.6627 -0.10 0.01 -0.10
H 2.0714 3.3028 3.4331 0.02 -0.09 -0.05
C -3.9190 2.4351 -4.9108 0.08 -0.33 -0.01
N -3.6477 3.6030 -4.0345 0.00 -0.16 -0.07
O -3.0207 3.4074 -3.0173 0.12 0.01 0.23
O -4.0749 4.6741 -4.4002 -0.09 0.23 -0.06
H -3.4807 1.5513 -4.4601 -0.01 0.07 0.01
H -4.9976 2.3320 -4.9942 0.04 0.09 -0.09
H -3.4683 2.6399 -5.8782 -0.12 0.06 0.00
C -2.0263 4.0112 5.7688 -0.06 -0.32 0.24
N -0.9315 4.8467 5.2126 -0.31 -0.13 0.10
O 0.2031 4.5803 5.5515 0.44 0.01 0.00
O -1.2445 5.7357 4.4600 0.02 0.17 -0.17
H -1.5924 3.2610 6.4231 0.06 0.08 -0.03
H -2.6911 4.6702 6.3211 -0.02 0.01 -0.12
H -2.5397 3.5469 4.9308 -0.04 0.13 0.00
C 1.7048 4.1096 8.5822 0.35 0.09 -0.11
N 0.3760 4.2427 9.2295 0.22 0.07 -0.05
O 0.1820 5.2179 9.9183 -0.11 0.18 0.14
O -0.4273 3.3610 9.0196 -0.21 -0.17 -0.08
H 2.3136 4.9651 8.8557 -0.12 0.00 0.06
H 2.1541 3.1860 8.9380 -0.11 -0.04 -0.09
H 1.5403 4.0786 7.5079 -0.07 -0.15 0.05
```
Forces are in eV/Å.

Record 2
Here is a 7-piece molecular cluster, C20H46NO18P overall from the OMol25 dataset. Energies are from ωB97M-V/def2-TZVPD.

The multiplicity is 1. Its LUMO energy is 0.446 eV. The calculation puts the HOMO-LUMO gap at 8.68 eV. The HOMO energy comes out at -8.232 eV.

The geometry in XYZ format:
```
86
Properties=species:S:1:pos:R:3:forces:R:3
C 3.8326 3.9171 7.2510 0.04 -0.12 0.46
O 3.7537 4.3584 5.8971 -0.16 -0.62 -0.70
C 3.5140 3.3688 5.0002 -0.08 -0.25 -0.26
O 3.3685 2.1847 5.2607 0.17 1.58 -0.27
O 3.4642 3.9247 3.7633 0.09 -0.30 1.58
C 3.2167 2.9940 2.7112 -0.07 -0.06 -0.52
H 4.0269 4.7899 7.8802 -0.04 -0.01 -0.38
H 2.8850 3.4690 7.5668 0.23 -0.07 -0.11
H 4.6584 3.2098 7.3789 -0.26 0.00 -0.06
H 2.2443 2.5092 2.8456 0.21 -0.04 0.02
H 4.0179 2.2498 2.6577 -0.24 0.10 0.06
H 3.1976 3.5473 1.7683 0.07 0.00 0.61
C 1.6328 -3.6478 -4.2134 0.29 -0.32 -0.33
O 0.9538 -2.7668 -3.3206 -1.08 0.00 0.17
C -0.3894 -2.9518 -3.2675 -0.24 -0.12 -0.07
O -1.0247 -3.7803 -3.9007 0.94 1.13 0.85
O -0.9032 -2.0556 -2.3877 0.72 -0.70 -0.73
C -2.3184 -2.1345 -2.2287 -0.62 -0.01 0.10
H 2.6996 -3.4109 -4.1758 -0.29 0.16 0.20
H 1.5002 -4.6893 -3.9033 -0.11 0.19 -0.15
H 1.2836 -3.5008 -5.2406 -0.06 -0.14 0.22
H -2.6089 -3.1156 -1.8391 0.03 0.13 -0.25
H -2.8255 -1.9271 -3.1765 0.10 -0.22 0.14
H -2.6199 -1.3736 -1.5036 0.38 -0.07 -0.12
C -7.0588 -4.4196 -5.9962 -0.38 0.29 0.02
O -5.9520 -5.3082 -6.1360 0.68 -0.13 0.70
C -5.1264 -5.3454 -5.0598 0.18 0.12 0.39
O -5.2602 -4.7018 -4.0308 0.13 -0.87 -1.45
O -4.1263 -6.2229 -5.3266 -1.07 0.70 -0.03
C -3.1744 -6.3656 -4.2741 0.47 0.04 0.49
H -7.6509 -4.4702 -6.9141 0.32 -0.19 0.08
H -7.6950 -4.7242 -5.1589 0.21 0.16 -0.05
H -6.7125 -3.3892 -5.8663 -0.06 -0.21 0.15
H -3.6554 -6.7480 -3.3679 0.02 0.18 -0.13
H -2.6730 -5.4129 -4.0753 -0.21 -0.20 0.04
H -2.4213 -7.0902 -4.5956 -0.31 0.12 -0.20
C -0.1886 -0.0502 4.9926 0.37 -0.29 0.44
O -0.8508 0.6417 3.9357 -1.10 0.02 -0.27
C -2.1994 0.4922 3.9292 -0.24 -0.29 0.39
O -2.8523 -0.1620 4.7272 0.95 0.97 -1.20
O -2.6960 1.1967 2.8811 0.57 -0.47 0.71
C -4.1146 1.1305 2.7489 -0.52 -0.01 -0.07
H 0.8843 0.1393 4.9005 -0.26 0.17 -0.21
H -0.5219 0.3228 5.9664 -0.06 -0.18 -0.19
H -0.3558 -1.1292 4.9118 -0.13 0.20 0.11
H -4.6047 1.5508 3.6331 0.10 -0.24 -0.09
H -4.4387 0.0988 2.5785 0.05 0.17 0.21
H -4.4012 1.7290 1.8799 0.36 -0.06 0.14
C -0.0773 7.4336 -0.5301 0.03 -0.14 0.53
O -0.1562 7.8750 -1.8841 -0.19 -0.65 -0.88
C -0.3959 6.8854 -2.7809 -0.05 -0.41 0.12
O -0.5415 5.7013 -2.5205 0.21 1.68 -0.37
O -0.4458 7.4412 -4.0178 0.07 -0.26 1.04
C -0.6932 6.5106 -5.0699 -0.09 -0.32 -0.40
H 0.1170 8.3065 0.0991 -0.04 -0.02 -0.39
H -1.0250 6.9856 -0.2143 0.23 -0.07 -0.11
H 0.7485 6.7263 -0.4022 -0.26 0.00 -0.06
H -1.6656 6.0257 -4.9355 0.26 -0.03 0.07
H 0.1079 5.7664 -5.1234 -0.24 0.04 0.12
H -0.7123 7.0639 -6.0128 0.06 0.14 0.36
C 2.9854 -6.1656 3.5567 0.40 -0.33 0.03
O 1.8539 -5.2974 3.5408 -0.07 0.91 -0.54
C 2.0119 -4.1883 2.7751 0.37 0.13 -0.25
O 3.0075 -3.8976 2.1307 -1.44 -0.42 0.92
O 0.8702 -3.4588 2.8504 0.83 -0.73 0.09
C 0.8924 -2.2536 2.0879 -0.04 0.47 -0.30
H 2.7482 -7.0181 4.1991 -0.23 0.31 -0.09
H 3.1978 -6.5412 2.5505 0.06 0.21 0.16
H 3.8590 -5.6535 3.9727 -0.12 -0.04 -0.24
H 1.0212 -2.4730 1.0230 0.13 0.05 0.19
H 1.6825 -1.5853 2.4452 -0.02 -0.17 -0.15
H -0.0696 -1.7514 2.2216 0.11 -0.30 0.14
C 3.7606 0.7368 -0.1584 1.75 -0.35 -0.01
N 3.3023 2.1699 -0.0012 0.30 -0.52 -1.98
C 2.0487 2.4777 -0.7917 0.70 2.03 -0.21
P 0.6232 1.2257 -0.5725 -0.09 0.41 -0.58
H 3.0496 -0.0664 0.3185 1.24 1.73 -1.15
H 4.7933 0.6463 0.4316 -2.23 0.14 -1.20
H 4.0352 0.5127 -1.2922 -0.85 -0.03 2.20
H 4.0599 2.7434 -0.4799 -1.14 -0.91 1.11
H 2.3029 2.6201 -1.9437 -0.72 -0.39 1.99
H 1.6350 3.5256 -0.3998 0.87 -1.98 -0.83
H 1.3201 0.3349 -1.4851 -0.56 0.07 0.43
H -0.2691 2.2426 -1.1404 0.37 -0.71 0.31
H 0.7879 1.1873 0.8598 0.21 0.16 -0.32
H -0.4850 0.2748 -0.4124 0.07 0.06 -0.20
```
Forces are in eV/Å.

Record 3
Here is a 7-piece molecular cluster, C20H47B3F12N5O3 overall from the OMol25 dataset. Energies are from ωB97M-V/def2-TZVPD.

The multiplicity is 1. Its LUMO energy is -2.024 eV. The calculation puts the HOMO-LUMO gap at 10.55 eV. As for the net charge: +1. The HOMO energy comes out at -12.570 eV.

The geometry in XYZ format:
```
90
Properties=species:S:1:pos:R:3:forces:R:3
C -3.9865 3.5585 -1.0563 -0.40 1.37 0.66
C -2.5634 3.2870 -1.4860 -0.21 -0.74 -0.90
N -1.6935 4.4606 -1.3467 2.26 0.62 0.06
C -2.0725 5.5233 -2.3253 -1.76 -0.44 0.84
C -1.6269 4.9871 0.0855 -0.48 0.46 -0.76
C -1.2361 4.0270 1.1888 0.65 0.45 -0.98
C -0.1905 4.1697 -1.6334 -0.54 -0.32 0.87
C 0.1712 3.9390 -3.0670 -0.14 -0.50 0.11
O -0.8449 3.2433 -3.7555 0.63 0.05 -1.11
C -0.3927 2.8561 -5.0675 0.89 -0.33 0.09
H -3.9716 4.1291 -0.1142 -0.28 -0.84 0.16
H -4.6114 2.6698 -0.9876 0.29 -0.02 0.15
H -4.5334 4.2828 -1.6892 0.46 -0.58 -0.30
H -2.5250 3.1173 -2.5435 -0.16 -0.56 -0.42
H -2.0491 2.4352 -1.0359 -0.34 0.10 0.33
H -2.9773 5.9541 -1.9456 -0.64 0.34 0.12
H -2.2874 5.1794 -3.3388 0.54 -0.36 0.34
H -1.3544 6.2758 -2.2669 1.35 1.18 -0.25
H -2.5686 5.4729 0.3583 0.13 -0.02 -0.50
H -0.8463 5.7240 -0.0168 -0.14 0.65 0.43
H -1.7818 3.0928 1.1657 -0.12 -0.12 0.22
H -1.5243 4.6657 2.0087 0.20 -0.47 0.98
H -0.1468 3.8514 1.1616 -0.63 -0.15 0.32
H 0.1026 3.3220 -1.0265 -0.30 -0.24 0.00
H 0.3826 5.0233 -1.2226 -0.38 -0.32 -0.48
H 1.1226 3.4041 -3.0058 0.00 -0.33 -0.31
H 0.3738 4.8592 -3.5576 0.13 1.05 -0.64
H 0.0026 3.6057 -5.7552 -0.37 1.06 0.55
H -1.1655 2.3650 -5.6305 -0.49 -0.40 0.33
H 0.4819 2.2199 -4.9572 -0.14 -0.63 0.15
C -0.3325 -4.1975 0.4568 -0.03 0.35 0.58
C -1.5156 -3.3102 0.0390 0.38 0.81 0.23
N -2.4854 -3.2484 1.1347 0.30 0.19 0.97
C -2.3200 -2.3718 2.1991 0.53 0.77 -1.34
C -3.2872 -2.5727 3.0950 -0.18 -1.11 0.38
N -3.9540 -3.7102 2.6623 -0.62 0.13 -1.32
C -3.4466 -4.0710 1.4529 -0.94 -0.62 1.13
C -5.2168 -4.2579 3.1731 0.32 1.34 1.50
H -0.5175 -5.2934 0.5710 -0.36 0.93 -0.27
H 0.0702 -3.8247 1.4194 -0.13 -0.26 -0.52
H 0.4291 -4.0575 -0.2888 0.40 -0.11 -0.22
H -1.9598 -3.5526 -0.9062 -0.60 -0.74 -0.02
H -1.3092 -2.2226 -0.1307 0.70 -1.01 0.27
H -1.5273 -1.6524 2.1800 -0.01 0.17 -0.06
H -3.4551 -2.0836 4.0397 -0.19 -0.12 -0.06
H -3.7593 -4.9744 0.9312 0.08 0.51 -0.06
H -6.0736 -4.0426 2.5268 0.36 -0.15 0.07
H -5.3687 -3.7737 4.1718 -0.09 -0.40 -0.92
H -5.0548 -5.2908 3.3740 -0.25 -0.90 -0.10
C 1.5773 -2.1153 4.9212 -0.84 0.73 0.46
C 0.7747 -1.2342 4.0052 1.09 -0.95 1.16
O -0.4079 -1.1183 4.0049 -0.41 0.38 -0.31
N 1.5807 -0.4369 3.0764 -0.17 1.12 0.20
H 2.4244 -0.9190 2.7041 -0.05 -0.37 0.20
H 0.9590 -0.1244 2.3487 -0.46 -0.45 -1.13
C 1.9848 0.8951 3.6187 0.79 0.79 -0.35
H 2.5586 -1.7023 5.0905 0.40 -0.15 -0.18
H 1.6378 -3.0988 4.4680 0.26 -0.22 -0.03
H 1.0552 -2.1535 5.8857 -0.02 -0.23 -0.34
H 1.0711 1.4039 3.8853 -0.14 0.21 0.33
H 2.4043 1.4194 2.7370 -0.06 -0.18 0.69
H 2.7201 0.8928 4.4433 -0.49 -0.46 -0.47
C 4.6945 -3.1772 -1.5926 1.13 -0.11 -0.98
C 4.4052 -1.7558 -1.3597 0.42 1.04 2.10
O 5.0821 -0.9470 -0.7909 0.03 -0.44 -0.63
N 3.0765 -1.2792 -1.7901 -0.02 -0.13 -1.29
H 2.5212 -2.1173 -2.0538 -0.30 0.40 -0.66
H 2.5823 -0.8209 -1.0356 0.04 0.27 0.83
C 3.2459 -0.2652 -2.9024 0.32 -1.30 -0.54
H 3.7995 -3.7978 -1.5693 0.20 -0.02 -0.14
H 5.4604 -3.4890 -0.8764 -0.37 0.02 -0.12
H 5.1926 -3.1864 -2.6001 -0.63 -0.38 0.57
H 4.0202 0.4639 -2.6623 -0.23 -0.25 0.24
H 2.3006 0.1478 -3.1374 -0.89 0.61 0.25
H 3.4871 -0.8413 -3.7972 0.39 0.09 0.08
B 3.4103 -2.9815 2.1539 0.02 -0.50 1.18
F 3.3125 -4.0971 3.0508 -0.18 1.20 -1.24
F 4.4271 -3.1339 1.2217 -1.13 0.14 0.45
F 2.0808 -2.6847 1.5691 1.71 -0.25 0.59
F 3.7352 -1.8079 3.0237 -0.27 -0.67 -1.06
B 1.1869 1.1345 0.1494 -0.45 0.24 0.25
F 0.9134 1.2976 -1.1910 0.38 0.07 -0.53
F 2.1484 0.1034 0.3646 0.05 0.85 0.07
F 1.5238 2.3892 0.7381 0.36 -0.81 -0.27
F 0.0080 0.6875 0.7746 -0.43 -0.21 0.68
B 0.4376 -2.9808 -3.2666 0.99 1.51 1.20
F 1.6997 -3.4839 -2.7323 -0.27 -0.13 0.06
F -0.5593 -3.2022 -2.2953 0.39 0.28 -0.60
F 0.7239 -1.5404 -3.3834 -0.63 -1.02 0.09
F 0.1400 -3.5360 -4.4365 -0.25 -0.45 -1.06
```
Forces are in eV/Å.